C55H34IrN12O2S | ωB97M-V/def2-TZVPD

```
105
Properties=species:S:1:pos:R:3:forces:R:3
Ir -0.02899 0.34045 -0.59086 0.816 -0.006 -1.057
C -2.06912 6.20396 2.11435 -0.088 -0.404 0.426
C -1.70273 6.43423 0.78884 0.188 -0.083 -0.474
C -1.20655 5.42467 -0.02011 -0.191 0.315 0.129
C -1.07205 4.15490 0.53410 -0.243 -0.162 0.202
C -0.57873 2.88815 0.08496 0.643 0.433 1.615
N -0.56422 1.98493 1.08347 -0.566 0.397 -1.600
C -1.27243 2.51230 2.11125 0.484 0.007 -0.511
N -1.89546 1.68163 2.92479 -0.335 -0.189 1.114
C -2.13258 0.46223 2.54021 -0.038 0.973 0.354
C -2.27150 -0.62251 3.46401 -0.359 -0.680 -0.354
C -2.24380 -0.64748 4.85579 0.043 -0.115 0.089
C -2.30262 -1.88480 5.47511 0.019 0.472 -0.121
C -2.38182 -3.06989 4.73633 0.007 -0.313 -0.436
C -2.40866 -3.05946 3.35562 0.018 -0.067 0.222
C -2.35484 -1.81995 2.72337 0.194 0.645 0.488
C -2.30619 -1.48260 1.34948 0.310 1.616 0.677
N -2.28513 -2.36137 0.37491 -0.216 -0.783 -1.260
C -2.14323 -1.90982 -0.83578 -0.097 0.041 0.847
N -2.05668 -0.52085 -1.06353 0.714 -0.273 1.172
C -2.26875 -0.30616 -2.46614 0.425 0.937 -1.021
N -2.85598 0.75475 -2.90317 -0.535 -1.015 0.092
C -3.20316 1.64744 -1.91787 0.006 1.347 -0.831
N -2.30384 1.77116 -0.79973 -1.527 0.146 0.246
C -2.62763 0.44785 -0.10257 -0.642 -0.030 0.221
N -0.90290 2.09932 -1.07328 -0.005 -0.121 0.622
C -4.14115 0.59324 -0.14657 -0.264 0.187 -0.388
C -5.10681 0.09003 0.69645 0.094 0.079 0.068
C -6.43487 0.40906 0.42504 -0.124 -0.097 0.014
C -6.78169 1.18915 -0.66632 0.046 -0.019 -0.017
C -5.81042 1.68601 -1.53252 0.148 -0.073 0.016
C -4.49559 1.38364 -1.26170 0.125 -0.086 0.218
C -2.08480 -1.58030 -3.11192 -0.005 -0.662 0.395
C -2.10696 -1.94370 -4.45016 -0.017 0.056 -0.011
C -2.10429 -3.29542 -4.76102 0.030 0.342 0.047
C -2.08665 -4.26956 -3.76278 0.049 -0.133 0.358
C -2.06550 -3.92450 -2.42265 -0.033 -0.071 -0.074
C -2.06712 -2.57298 -2.09459 0.062 0.307 -0.702
N -2.17166 -0.06902 1.21906 -0.061 -1.842 -0.395
C -1.45857 3.92410 1.89136 0.256 -0.356 -0.316
C -1.96797 4.94170 2.67929 -0.051 0.486 -0.085
H -2.43652 7.02322 2.71400 -0.014 0.066 0.013
H -1.79338 7.43328 0.39060 -0.030 0.072 -0.061
H -0.92351 5.63409 -1.04191 0.056 0.042 -0.055
H -2.17565 0.27190 5.41594 0.016 0.053 0.081
H -2.27810 -1.94553 6.55170 -0.034 0.039 0.115
H -2.40880 -4.01407 5.25648 -0.047 -0.093 0.075
H -2.46854 -3.96194 2.77017 0.007 -0.180 -0.007
H -4.86369 -0.52382 1.55182 0.065 -0.051 0.107
H -7.21132 0.03343 1.07488 -0.028 -0.017 0.042
H -7.82292 1.41383 -0.84867 -0.028 0.021 0.008
H -6.07052 2.29559 -2.38289 -0.068 0.039 -0.086
H -2.15827 -1.18574 -5.21611 0.015 0.027 -0.111
H -2.13149 -3.60129 -5.79501 -0.012 -0.024 -0.107
H -2.10630 -5.31321 -4.03702 0.012 -0.065 -0.042
H -2.08246 -4.67524 -1.64930 0.021 -0.111 0.088
H -2.24764 4.75689 3.70507 -0.048 0.012 0.077
O 5.79345 -0.93281 3.55226 0.022 0.002 0.454
C 5.98079 -0.64335 2.26048 0.420 -0.176 -0.332
O 7.00059 -0.95308 1.70679 -0.353 0.582 0.440
C 4.85371 -0.02268 1.50511 -0.356 0.156 -0.297
C 5.07218 0.20707 0.14400 0.099 -0.015 0.263
C 4.06756 0.68004 -0.67094 -0.436 0.190 -0.005
C 2.79748 0.92230 -0.13199 1.333 -0.303 1.077
C 2.59397 0.73199 1.24338 -0.148 0.269 -0.406
C 3.60651 0.27219 2.05310 0.425 -0.039 -0.167
N 1.69039 1.33105 -0.86088 -0.766 0.287 -2.055
C 1.78854 2.11478 -1.93441 1.073 -1.183 2.031
C 0.76050 2.74901 -2.64013 -1.440 0.835 -1.307
C 1.09720 3.53915 -3.77146 0.351 -1.034 1.271
C 0.17245 4.25947 -4.46407 -1.491 0.330 -0.024
C -1.17452 4.24907 -4.02674 1.404 0.002 -0.830
C -1.49941 3.52156 -2.92884 -0.746 -0.287 0.976
N -0.59678 2.72316 -2.28832 0.838 0.428 -1.180
H 5.00229 -0.53401 3.93949 0.144 -0.060 -0.202
H 6.05478 -0.00051 -0.25562 0.014 -0.071 -0.006
H 4.26880 0.83740 -1.72009 -0.021 -0.059 -0.136
H 1.63202 0.99543 1.65760 -0.075 -0.038 0.058
H 3.40156 0.15743 3.10805 -0.040 -0.042 0.071
H 2.78843 2.35032 -2.28201 0.009 0.208 0.127
H 2.13661 3.55658 -4.06010 0.100 0.006 -0.012
H 0.46042 4.84955 -5.31768 0.074 0.114 -0.079
H -1.93089 4.82353 -4.53394 -0.128 0.022 -0.010
H -2.50861 3.49687 -2.53630 0.086 0.093 0.218
S 3.63202 -4.97425 0.58692 0.278 0.090 -0.213
C 2.58426 -3.58058 0.26530 -0.016 -0.055 0.135
C 1.79751 -3.07146 1.29680 0.044 -0.007 -0.263
C 0.99498 -1.97507 1.06144 -0.140 -0.074 0.174
N 0.89405 -1.40547 -0.14535 0.351 -0.583 0.102
C 1.59169 -1.94742 -1.15526 0.224 -0.224 -0.307
C 2.45679 -3.00708 -0.99749 -0.159 0.063 0.204
C 5.25922 -4.19730 0.44401 -0.458 -0.115 0.273
C 5.81933 -3.78944 -0.75423 0.056 0.026 -0.074
C 7.10822 -3.26658 -0.70698 -0.643 -0.280 -0.139
N 7.78510 -3.18176 0.41184 1.430 0.421 -0.123
C 7.26172 -3.55255 1.55464 -0.609 -0.519 0.090
C 5.97330 -4.07187 1.62479 0.187 -0.009 0.044
H 1.83556 -3.52251 2.27477 0.014 0.037 0.148
H 0.42232 -1.52925 1.86404 -0.040 0.074 -0.015
H 1.44302 -1.51203 -2.13681 0.018 0.100 0.022
H 2.99890 -3.39045 -1.84651 0.018 -0.033 -0.055
H 5.30896 -3.90249 -1.69628 -0.097 -0.042 -0.113
H 7.60903 -2.92208 -1.60090 0.008 -0.034 -0.163
H 7.86749 -3.42399 2.43913 0.039 -0.047 0.100
H 5.54920 -4.38380 2.56511 -0.060 -0.040 0.115
```
Forces are in eV/Å.

- 2S+1: 2
- Molar mass: 1119.2 g mol⁻¹
- E: -93215.345 eV
- E_HOMO (spin up / spin down): -11.17 / -11.06 eV
- Net charge: +2
- LUMO level (spin up / spin down): -7.7492 / -7.5928 eV